Below is C22H56CaO10 as an isolated structure, with properties calculated with ωB97M-V/def2-TZVPD.

Geometry as XYZ:
```
89
Properties=species:S:1:pos:R:3:forces:R:3:mulliken_charge:R:1
Ca 0.356 1.059 1.655 0.2 -1.7 -1.6 1.68
O -1.367 2.465 0.977 -0.2 0.9 0.4 -0.16
O 1.031 0.426 -0.618 6.3 5.0 -6.7 -0.64
O -2.616 -1.888 -1.158 3.0 -2.2 1.3 -0.60
O 3.675 1.434 -1.191 1.0 -0.4 -1.1 -0.55
O 2.438 0.462 2.492 -1.0 0.9 0.9 -0.35
O -0.781 -0.144 -0.169 -12.5 0.5 -2.1 1.22
O 2.636 -2.284 2.137 -0.2 0.6 1.5 -0.53
O 0.748 -1.134 0.571 3.5 -9.1 4.1 -0.71
O -1.417 -0.495 2.431 1.6 1.0 0.7 -0.35
O -0.158 1.779 -2.800 -0.2 -0.3 -0.7 -0.43
C 3.493 0.788 3.400 1.1 0.7 -0.7 0.54
C 4.197 -0.338 -2.746 0.7 -1.4 0.3 -1.16
C -2.280 4.053 -0.620 0.3 0.8 0.3 -1.49
C -4.600 -0.661 -0.737 0.7 0.2 -1.5 -1.12
C 4.049 1.117 -2.598 -1.3 1.6 2.0 0.47
C -4.510 -2.659 -2.210 0.8 1.0 -0.3 -1.66
C 0.329 -0.575 -0.443 2.4 4.9 6.6 -0.69
C -2.883 -0.456 4.378 0.5 0.0 -1.5 -1.54
C -0.546 -0.302 -3.961 1.4 -1.9 0.4 -0.98
C -2.299 3.560 0.848 -1.0 0.8 -2.5 0.33
C -2.756 -2.453 2.817 0.0 1.1 -0.4 -1.35
C -2.187 1.540 -4.012 -0.3 0.3 -0.4 -1.27
C 2.951 1.660 -3.476 0.4 0.8 -0.7 -0.93
C -3.678 -1.409 -1.770 -4.5 -0.2 0.2 1.18
C 2.527 -4.557 1.280 0.6 1.0 0.7 -1.26
C 3.425 -3.275 1.532 -1.8 0.2 -1.5 0.20
C 3.030 1.883 4.379 0.0 -0.7 -1.2 -1.44
C -3.683 3.147 1.272 -0.6 -0.1 1.2 -1.18
C 4.691 1.132 2.449 -0.6 0.5 1.1 -1.06
C -0.709 1.152 -3.965 -1.7 2.2 0.4 0.67
C 3.809 -2.719 0.160 1.9 -0.6 -0.1 -0.92
C -2.662 -0.896 2.876 -1.6 -1.2 2.5 0.74
H -3.521 2.274 1.903 -0.5 0.1 0.4 0.12
H -4.490 2.911 0.577 0.7 -0.2 -0.8 0.33
H 5.653 1.085 2.959 0.0 -0.4 -0.1 0.37
H -1.586 1.926 0.214 0.2 -0.9 -0.6 -0.19
H -4.133 3.965 1.835 0.1 -0.1 0.5 0.39
H 2.793 1.066 -1.095 -0.7 -0.3 0.4 0.34
H 0.535 -0.406 -3.863 0.2 -0.7 -0.2 0.14
H -2.669 1.114 -4.892 -0.2 -0.2 0.0 0.44
H 2.178 0.914 -3.661 0.1 0.2 0.0 -0.15
H -4.931 -1.339 0.049 0.2 0.0 0.0 0.31
H 4.460 -1.846 0.206 0.1 0.1 0.4 0.12
H 2.603 -0.455 2.260 0.0 -1.2 -0.6 0.22
H -1.948 -2.854 3.428 0.2 -0.1 -0.3 0.35
H -2.390 2.611 -4.040 0.5 0.2 -0.1 0.32
H -2.697 1.203 -3.110 0.1 -0.4 0.0 -0.03
H -3.438 -0.795 -2.638 -0.1 0.3 -0.2 -0.14
H 4.992 1.659 -2.673 0.0 -0.1 -0.5 0.38
H -1.234 4.224 -0.873 -0.1 -0.1 -0.5 0.35
H 1.957 -2.092 1.486 -1.0 0.4 -0.6 0.31
H 4.285 -3.370 2.194 0.1 -0.7 -0.3 0.40
H -5.471 -0.308 -1.290 -0.2 0.3 0.2 0.50
H -1.324 -0.785 1.521 0.3 -0.4 -1.2 0.26
H -2.816 3.519 -1.405 0.3 -0.9 0.4 0.35
H 4.483 -0.684 -3.739 0.2 0.3 -0.1 0.46
H 2.594 2.705 3.811 0.2 0.3 -0.1 0.27
H 1.857 -4.769 2.113 0.7 -0.3 0.6 0.36
H -5.290 -2.357 -2.910 0.0 -0.2 -0.1 0.40
H 2.501 2.563 -3.063 -0.1 -0.2 0.3 0.28
H 3.728 -0.107 3.976 0.0 -0.1 0.0 0.32
H -0.156 1.573 -4.805 -0.1 0.1 -0.2 0.42
H -3.393 -0.388 2.246 -0.5 -0.3 0.0 0.05
H -2.062 -1.225 -0.740 0.5 0.8 0.2 -0.15
H -0.166 1.092 -2.130 0.5 0.1 0.8 -0.04
H -3.684 -2.878 3.201 -0.2 0.3 0.0 0.43
H 3.046 -2.418 -0.557 -0.5 -0.5 0.5 0.08
H -4.957 -3.122 -1.331 0.1 -0.1 -0.1 0.36
H -0.943 -0.871 -3.120 -0.4 0.5 0.4 0.07
H 3.390 2.006 -4.412 -0.1 -0.3 -0.4 0.52
H -0.887 -0.874 -4.824 0.0 0.5 -0.3 0.48
H 3.186 -5.378 0.999 -0.4 -0.2 0.0 0.39
H 3.882 2.239 4.959 -0.3 0.0 0.2 0.41
H 4.608 0.495 1.569 0.4 -0.1 0.2 0.19
H -2.785 5.016 -0.696 0.1 0.3 0.4 0.49
H 2.219 1.468 4.977 0.2 0.1 0.4 0.31
H -2.028 4.450 1.415 0.7 -0.6 0.5 0.45
H -2.893 0.633 4.407 -0.2 0.1 0.3 0.34
H -3.806 -0.884 4.772 -0.1 0.2 -0.2 0.39
H 1.760 -4.352 0.533 0.5 0.2 -0.7 0.27
H -2.071 -0.810 5.013 0.1 -0.1 -0.1 0.36
H 4.627 2.162 2.099 -0.3 0.1 -0.1 0.34
H -4.024 0.178 -0.346 -0.2 0.2 0.3 -0.03
H 4.430 -3.510 -0.260 0.0 0.0 -0.7 0.52
H 4.948 -0.639 -2.016 0.1 -0.4 -0.1 0.31
H -3.797 -3.342 -2.671 -0.3 -0.2 -0.2 0.42
H 3.285 -0.885 -2.506 -0.2 0.2 0.1 0.08
H -2.662 -2.722 1.764 0.2 -0.4 0.0 0.34
```
Forces are in eV/Å.

=====

Below is a 7-piece molecular cluster, C22H56FO9S7 overall, with properties calculated with ωB97M-V/def2-TZVPD.

Geometry as XYZ:
```
95
Properties=species:S:1:pos:R:3:forces:R:3:mulliken_charge:R:1
S -7.177 -1.838 -0.823 -0.2 0.1 0.1 0.41
S -1.674 6.018 1.325 -0.1 -0.1 0.0 0.35
S 2.701 4.491 -0.422 -0.2 -0.3 -0.1 0.37
S -0.464 -5.777 3.202 0.3 0.0 0.1 0.87
S 0.869 -4.450 -0.961 -0.3 0.2 -0.1 1.26
S -0.342 0.816 3.497 0.1 -0.1 0.2 0.49
S 7.508 5.421 -2.751 0.0 0.1 0.1 0.49
F -0.943 -3.042 1.917 -0.3 0.1 0.4 -0.34
O -1.697 -6.390 2.638 -0.3 -0.1 -0.1 -0.71
O 7.812 4.104 -3.359 0.1 -0.2 -0.1 -0.61
O -0.303 1.189 2.065 -0.1 0.1 -0.3 -0.50
O 3.935 3.977 -1.087 0.3 0.2 0.0 -0.52
O -0.393 5.474 0.811 0.2 0.1 -0.1 -0.46
O 1.782 -4.034 -2.001 0.8 0.3 -0.4 -0.70
O -5.887 -2.381 -1.292 0.2 -0.1 -0.2 -0.52
O 1.328 -5.443 -0.008 0.4 -0.4 0.5 -0.85
O 3.680 0.360 -1.374 -0.2 0.0 0.2 -0.19
C 8.138 6.654 -3.902 0.0 0.1 0.0 -0.94
C -2.348 7.049 0.018 0.0 0.1 0.0 -1.00
C 0.111 -1.904 -1.129 0.5 0.0 0.2 -0.73
C -0.390 -6.361 4.906 0.1 0.0 0.1 -1.08
C -0.361 -5.419 -1.876 -0.2 -0.2 -0.2 -1.15
C 3.289 -0.126 -2.637 0.1 0.1 0.0 -0.66
C 4.963 0.939 -1.315 -0.2 0.0 0.2 -0.79
C -2.379 -3.089 0.070 -0.1 0.2 0.1 -0.61
C 1.366 -1.006 -1.162 -0.2 0.1 0.2 0.03
C 1.890 -0.749 -2.566 0.1 0.1 -0.2 -0.64
C -1.464 1.995 4.275 0.0 0.0 0.1 -0.96
C -2.880 4.700 1.165 -0.1 0.0 0.0 -0.58
C 1.907 5.548 -1.637 -0.1 0.1 0.0 -0.80
C -3.532 -3.854 0.728 0.5 -0.4 0.1 -1.12
C -8.186 -3.247 -0.340 -0.1 0.0 0.0 -0.91
C -1.417 -0.604 3.691 -0.1 -0.1 0.1 -0.66
C 0.914 -6.741 2.588 -0.1 -0.2 0.0 -0.79
C 1.523 3.149 -0.515 -0.1 0.0 0.1 -0.81
C 0.214 -3.106 -0.194 -0.9 -0.1 -0.9 -0.71
C -6.906 -1.234 0.847 0.0 0.0 0.1 -0.86
C -1.005 -3.521 0.527 0.9 -0.1 0.6 0.29
C 5.775 5.762 -3.038 -0.2 0.0 -0.1 -0.48
H -3.165 -4.805 1.118 0.0 -0.1 0.0 0.35
H -1.631 1.712 5.314 0.0 0.0 0.0 0.40
H -2.465 -2.031 0.314 -0.1 0.2 -0.2 0.23
H -3.353 7.371 0.292 0.0 0.0 0.0 0.39
H -3.932 -3.315 1.583 -0.2 0.1 0.1 0.18
H 1.111 -0.049 -0.703 0.1 0.1 0.1 -0.08
H -0.721 -1.290 -0.792 -0.2 0.0 -0.1 0.45
H -7.618 -3.872 0.348 0.0 0.0 0.0 0.28
H 5.180 5.072 -2.438 0.1 0.0 0.0 -0.08
H -1.697 7.914 -0.081 0.0 0.0 0.0 0.33
H 5.661 0.282 -0.794 0.1 -0.2 -0.1 0.24
H -1.206 -5.884 5.446 0.0 0.0 0.0 0.34
H 0.728 -7.801 2.770 -0.1 0.0 0.1 0.37
H 5.564 6.789 -2.733 0.0 0.0 0.0 0.34
H -8.416 -3.804 -1.245 0.0 0.0 0.0 0.33
H 7.840 7.648 -3.568 0.0 0.0 0.0 0.33
H 0.564 -6.069 5.345 0.0 0.0 0.0 0.34
H -9.108 -2.893 0.122 0.0 0.0 0.0 0.36
H -2.358 -0.416 3.172 0.0 0.0 0.0 0.24
H 0.986 -6.534 1.519 0.0 0.0 0.2 0.16
H -0.954 -4.600 0.670 -0.3 -0.2 0.0 0.37
H -4.321 -4.079 0.019 -0.2 0.2 0.0 0.26
H -0.512 -7.445 4.928 0.0 0.0 0.0 0.30
H -1.590 -0.753 4.759 0.0 0.0 0.0 0.45
H -0.946 -1.492 3.273 0.1 0.1 -0.1 0.03
H -2.853 4.307 0.149 0.0 0.0 0.0 0.31
H -6.240 -0.377 0.774 0.0 0.0 0.0 0.31
H -6.433 -2.019 1.438 0.0 0.0 0.0 0.22
H 1.502 2.771 -1.537 0.1 0.0 0.0 0.26
H -0.279 -6.443 -1.530 0.0 -0.1 0.0 0.34
H 0.929 5.836 -1.254 0.0 0.0 0.0 0.21
H 5.556 5.624 -4.098 0.0 0.0 0.0 0.35
H 2.138 -1.441 -0.537 0.1 -0.2 0.0 0.38
H 3.287 0.714 -3.342 0.1 0.1 -0.1 0.34
H 1.895 -1.690 -3.111 0.0 -0.1 0.0 0.39
H -2.403 2.011 3.721 0.0 0.0 0.0 0.20
H -0.088 -2.220 -2.158 -0.3 0.1 -0.2 0.29
H -0.133 -5.368 -2.936 0.0 0.1 -0.1 0.38
H -2.603 3.919 1.869 0.1 -0.1 0.0 -0.05
H -7.858 -0.931 1.284 0.0 0.0 0.0 0.39
H 1.821 5.004 -2.578 0.0 0.0 0.0 0.30
H -1.370 -5.066 -1.706 -0.2 0.1 0.1 0.26
H -2.438 -3.181 -1.011 0.0 0.0 -0.2 0.30
H 0.551 3.519 -0.196 0.0 -0.1 0.1 0.39
H 4.857 1.857 -0.747 0.2 0.2 0.0 0.11
H -3.870 5.084 1.410 0.0 0.0 0.0 0.41
H 1.863 2.359 0.152 0.0 0.0 0.0 0.26
H -0.985 2.971 4.232 0.0 0.0 0.0 0.32
H -2.363 6.483 -0.913 0.0 0.0 0.0 0.30
H 5.362 1.179 -2.299 0.0 0.1 -0.2 0.40
H 9.223 6.576 -3.905 0.0 0.0 0.0 0.33
H 1.828 -6.410 3.081 0.0 0.0 0.0 0.32
H 2.534 6.429 -1.769 0.0 0.0 0.0 0.31
H 1.205 -0.080 -3.091 -0.2 0.0 0.0 0.21
H 4.021 -0.846 -3.015 0.1 -0.2 0.1 0.41
H 7.748 6.445 -4.898 0.0 0.0 0.0 0.29
```
Forces are in eV/Å.

Its charge is -1.

=====

Number 1: DFT total energy -62634.44491 eV, frontier orbital gap 0.265 hartree, maximum force 12.7 eV Å⁻¹. Number 2: DFT total energy -120708.34994 eV, frontier orbital gap 0.183 hartree, maximum force 1.2 eV Å⁻¹.